DFT (ωB97M-V with the def2-TZVPD basis set) results for an isolated molecule of C21H26N4O3S at a distorted geometry.

Geometry as XYZ:
```
55
Properties=species:S:1:pos:R:3
C -0.943 -4.604 -3.185
O -1.112 -3.203 -3.240
C 0.076 -2.464 -3.258
C 0.842 -2.448 -1.919
N 0.000 -2.009 -0.826
C -0.310 -0.692 -0.647
N -1.122 -0.218 0.232
C -1.706 -1.118 1.055
C -1.436 -2.483 0.971
N -2.152 -3.150 1.928
C -2.884 -2.240 2.636
C -3.758 -2.433 3.700
C -4.366 -1.320 4.240
C -4.119 -0.036 3.743
C -3.258 0.169 2.690
C -2.633 -0.940 2.123
H -3.055 1.156 2.306
H -4.616 0.805 4.202
H -5.050 -1.440 5.067
H -3.949 -3.422 4.089
H -2.125 -4.146 2.069
C -0.534 -3.016 0.003
O -0.207 -4.186 -0.131
S 0.495 0.467 -1.703
C 0.084 2.031 -0.865
H -0.009 2.790 -1.640
H -0.870 1.862 -0.366
C 1.112 2.406 0.194
O 0.789 2.451 1.365
N 2.370 2.661 -0.222
C 2.838 2.764 -1.583
H 2.090 2.396 -2.283
C 3.205 4.216 -1.902
C 4.268 4.724 -0.925
C 4.614 6.184 -1.201
H 4.987 6.304 -2.215
H 3.735 6.813 -1.081
H 5.380 6.530 -0.510
C 3.756 4.538 0.504
C 3.362 3.082 0.748
H 2.929 2.957 1.742
H 4.241 2.434 0.653
H 4.523 4.830 1.222
H 2.882 5.173 0.663
H 5.174 4.119 -1.053
H 3.572 4.278 -2.927
H 2.313 4.840 -1.820
H 3.729 2.133 -1.685
H 1.176 -3.456 -1.662
H 1.704 -1.783 -2.012
H 0.762 -2.841 -4.032
H -0.224 -1.446 -3.517
H -1.927 -5.032 -3.369
H -0.587 -4.933 -2.205
H -0.247 -4.944 -3.961
```

## Properties
Total charge: 0
Electronic energy: -45138.613 eV
Molecular weight: 414.531 g mol⁻¹
Orbital gap: 0.300 hartree
Energy relative to the best compared isomer or geometry (same formula, charge and spin): 0.665 eV
Maximum force: 1.287 eV Å⁻¹

Partial charges, natural (NBO), in e: atom 1 (C): -0.27, atom 2 (O): -0.53, atom 3 (C): -0.07, atom 4 (C): -0.27, atom 5 (N): -0.43, atom 6 (C): 0.31, atom 7 (N): -0.52, atom 8 (C): 0.22, atom 9 (C): -0.02, atom 10 (N): -0.52, atom 11 (C): 0.24, atom 12 (C): -0.27, atom 13 (C): -0.19, atom 14 (C): -0.25, atom 15 (C): -0.15, atom 16 (C): -0.16, atom 17 (H): 0.23, atom 18 (H): 0.21, atom 19 (H): 0.21, atom 20 (H): 0.21, atom 21 (H): 0.43, atom 22 (C): 0.64, atom 23 (O): -0.64, atom 24 (S): 0.23, atom 25 (C): -0.62, atom 26 (H): 0.24, atom 27 (H): 0.30, atom 28 (C): 0.67, atom 29 (O): -0.62, atom 30 (N): -0.44, atom 31 (C): -0.20, atom 32 (H): 0.21, atom 33 (C): -0.41, atom 34 (C): -0.22, atom 35 (C): -0.60, atom 36 (H): 0.21, atom 37 (H): 0.20, atom 38 (H): 0.21, atom 39 (C): -0.41, atom 40 (C): -0.22, atom 41 (H): 0.25, atom 42 (H): 0.19, atom 43 (H): 0.21, atom 44 (H): 0.20, atom 45 (H): 0.19, atom 46 (H): 0.21, atom 47 (H): 0.20, atom 48 (H): 0.19, atom 49 (H): 0.25, atom 50 (H): 0.22, atom 51 (H): 0.17, atom 52 (H): 0.20, atom 53 (H): 0.19, atom 54 (H): 0.20, atom 55 (H): 0.16

***

DFT (ωB97M-V with the def2-TZVPD basis set) results for an isolated molecule of C21H26N4OS.

Geometry as XYZ:
```
53
Properties=species:S:1:pos:R:3
C 8.033 2.635 0.730
H 9.065 2.941 0.871
H 7.479 2.769 1.654
H 7.589 3.200 -0.084
S 8.104 0.873 0.297
C 6.418 0.414 0.071
C 5.343 1.285 0.216
C 4.057 0.828 0.017
C 3.809 -0.501 -0.331
C 4.898 -1.367 -0.474
C 6.183 -0.916 -0.277
H 7.025 -1.584 -0.388
H 4.726 -2.398 -0.743
C 2.466 -0.998 -0.543
N 1.470 -0.211 -0.416
N 0.184 -0.608 -0.596
C -0.340 -1.829 -0.917
O 0.318 -2.819 -1.137
C -1.868 -1.822 -0.970
N -2.403 -2.347 0.274
C -2.222 -1.495 1.433
C -3.174 -0.291 1.452
N -4.541 -0.771 1.401
C -4.763 -1.558 0.203
C -3.795 -2.748 0.200
H -3.948 -3.354 -0.695
H -3.997 -3.365 1.079
H -5.790 -1.930 0.219
H -4.625 -0.963 -0.718
C -5.540 0.268 1.619
C -5.572 1.334 0.551
C -6.366 1.180 -0.579
C -6.337 2.117 -1.597
C -5.511 3.224 -1.499
C -4.723 3.392 -0.374
C -4.754 2.454 0.643
H -4.143 2.598 1.524
H -4.083 4.259 -0.287
H -5.487 3.955 -2.293
H -6.962 1.984 -2.468
H -7.019 0.322 -0.659
H -5.326 0.719 2.592
H -6.512 -0.231 1.677
H -3.033 0.263 2.383
H -2.942 0.389 0.611
H -1.184 -1.163 1.487
H -2.429 -2.111 2.313
H -2.235 -0.814 -1.229
H -2.159 -2.512 -1.766
H -0.454 0.164 -0.448
H 2.376 -2.049 -0.806
H 3.218 1.497 0.128
H 5.498 2.318 0.485
```

## Properties
Total charge: 0
Electronic energy: -41041.235 eV
Molecular weight: 382.533 g mol⁻¹
Orbital gap: 0.304 hartree
Energy relative to the best compared isomer or geometry (same formula, charge and spin): 2.210 eV
Maximum force: 0.916 eV Å⁻¹

Partial charges, natural (NBO), in e: atom 1 (C): -0.74, atom 2 (H): 0.24, atom 3 (H): 0.22, atom 4 (H): 0.22, atom 5 (S): 0.26, atom 6 (C): -0.16, atom 7 (C): -0.25, atom 8 (C): -0.17, atom 9 (C): -0.04, atom 10 (C): -0.19, atom 11 (C): -0.22, atom 12 (H): 0.22, atom 13 (H): 0.22, atom 14 (C): 0.03, atom 15 (N): -0.26, atom 16 (N): -0.44, atom 17 (C): 0.65, atom 18 (O): -0.59, atom 19 (C): -0.31, atom 20 (N): -0.43, atom 21 (C): -0.23, atom 22 (C): -0.25, atom 23 (N): -0.44, atom 24 (C): -0.25, atom 25 (C): -0.22, atom 26 (H): 0.20, atom 27 (H): 0.20, atom 28 (H): 0.20, atom 29 (H): 0.17, atom 30 (C): -0.25, atom 31 (C): 0.04, atom 32 (C): -0.24, atom 33 (C): -0.21, atom 34 (C): -0.22, atom 35 (C): -0.20, atom 36 (C): -0.25, atom 37 (H): 0.21, atom 38 (H): 0.21, atom 39 (H): 0.21, atom 40 (H): 0.21, atom 41 (H): 0.21, atom 42 (H): 0.20, atom 43 (H): 0.20, atom 44 (H): 0.21, atom 45 (H): 0.16, atom 46 (H): 0.21, atom 47 (H): 0.21, atom 48 (H): 0.17, atom 49 (H): 0.23, atom 50 (H): 0.39, atom 51 (H): 0.21, atom 52 (H): 0.23, atom 53 (H): 0.21

***

DFT (ωB97M-V with the def2-TZVPD basis set) results for C21H26NO2RhS3 as an isolated structure at a distorted geometry.

Geometry as XYZ:
```
54
Properties=species:S:1:pos:R:3
Rh 0.534 1.986 -1.105
C 0.706 0.059 -3.807
C 2.125 0.318 -3.336
S 2.463 1.951 -2.568
C 1.958 3.129 -3.896
C 1.029 4.221 -3.401
S -0.507 3.673 -2.567
C -1.328 2.656 -3.870
C -1.814 1.314 -3.354
S -0.570 0.275 -2.488
H 0.427 0.688 -4.650
H 0.630 -0.981 -4.128
H 2.402 -0.393 -2.555
H 2.819 0.206 -4.171
H 2.881 3.588 -4.255
H 1.530 2.553 -4.715
H 1.528 4.831 -2.644
H 0.736 4.872 -4.228
H -2.190 3.237 -4.205
H -0.649 2.555 -4.714
H -2.601 1.452 -2.611
H -2.215 0.715 -4.174
C -3.273 -3.265 1.073
C -1.789 -3.344 1.244
C -1.123 -4.464 0.741
C 0.269 -4.577 0.799
C 0.999 -3.559 1.346
C 0.353 -2.429 1.917
N 1.168 -1.465 2.391
C 0.923 -0.405 3.276
C 0.727 -0.662 4.630
C 0.607 0.391 5.521
C 0.648 1.706 5.076
C 0.791 1.968 3.725
C 0.937 0.922 2.821
C 0.940 1.184 1.363
O 1.201 0.295 0.520
O 0.591 2.334 0.964
C -1.073 -2.330 1.882
C -1.773 -1.139 2.447
H -3.632 -4.105 0.488
H -3.558 -2.348 0.560
H -3.779 -3.286 2.036
H -1.698 -5.263 0.298
H 0.755 -5.456 0.408
H 2.076 -3.612 1.387
H 2.133 -1.524 2.072
H 0.710 -1.685 4.974
H 0.497 0.183 6.572
H 0.561 2.521 5.775
H 0.776 2.979 3.349
H -1.575 -1.036 3.512
H -2.846 -1.211 2.312
H -1.434 -0.224 1.961
```

## Properties
Total charge: +2
Electronic energy: -63281.719 eV
Molecular weight: 523.551 g mol⁻¹
Orbital gap (spin up / spin down): 0.099 / 0.120 hartree
Energy relative to the best compared isomer or geometry (same formula, charge and spin): 2.097 eV
Maximum force: 2.139 eV Å⁻¹

Partial charges, natural (NBO), in e: atom 1 (Rh): 0.66, atom 2 (C): -0.54, atom 3 (C): -0.54, atom 4 (S): 0.51, atom 5 (C): -0.55, atom 6 (C): -0.54, atom 7 (S): 0.43, atom 8 (C): -0.54, atom 9 (C): -0.54, atom 10 (S): 0.45, atom 11 (H): 0.23, atom 12 (H): 0.27, atom 13 (H): 0.27, atom 14 (H): 0.27, atom 15 (H): 0.28, atom 16 (H): 0.23, atom 17 (H): 0.27, atom 18 (H): 0.27, atom 19 (H): 0.28, atom 20 (H): 0.23, atom 21 (H): 0.26, atom 22 (H): 0.27, atom 23 (C): -0.64, atom 24 (C): -0.01, atom 25 (C): -0.15, atom 26 (C): -0.19, atom 27 (C): -0.21, atom 28 (C): 0.18, atom 29 (N): -0.49, atom 30 (C): 0.26, atom 31 (C): -0.24, atom 32 (C): -0.14, atom 33 (C): -0.19, atom 34 (C): -0.13, atom 35 (C): -0.23, atom 36 (C): 0.77, atom 37 (O): -0.62, atom 38 (O): -0.71, atom 39 (C): 0.05, atom 40 (C): -0.67, atom 41 (H): 0.23, atom 42 (H): 0.22, atom 43 (H): 0.24, atom 44 (H): 0.23, atom 45 (H): 0.24, atom 46 (H): 0.22, atom 47 (H): 0.42, atom 48 (H): 0.24, atom 49 (H): 0.24, atom 50 (H): 0.24, atom 51 (H): 0.25, atom 52 (H): 0.24, atom 53 (H): 0.24, atom 54 (H): 0.21

***

DFT (ωB97M-V with the def2-TZVPD basis set) results for an isolated molecule of C21H27ClN2O4.

Geometry as XYZ:
```
55
Properties=species:S:1:pos:R:3
C 0.403 4.113 0.402
C -0.637 3.043 0.695
O -0.329 1.932 -0.125
C -1.063 0.793 -0.029
C -2.214 0.680 0.739
C -2.984 -0.478 0.791
C -2.557 -1.563 0.041
C -1.394 -1.496 -0.706
C -0.631 -0.336 -0.754
O 0.497 -0.442 -1.523
C 1.485 0.566 -1.518
H 1.108 1.518 -1.898
C 2.154 0.805 -0.164
O 2.795 1.809 0.064
N 1.961 -0.185 0.730
H 1.513 -1.033 0.415
C 2.681 -0.247 1.977
H 1.984 -0.476 2.789
H 3.111 0.745 2.134
C 3.798 -1.302 1.919
C 4.704 -1.010 0.756
C 4.488 -1.613 -0.475
C 5.272 -1.287 -1.568
C 6.282 -0.350 -1.441
C 6.506 0.255 -0.216
C 5.721 -0.072 0.874
H 5.894 0.409 1.826
H 7.293 0.988 -0.112
H 6.892 -0.092 -2.294
H 5.091 -1.763 -2.521
H 3.701 -2.347 -0.583
H 3.352 -2.293 1.810
H 4.354 -1.274 2.857
H 2.257 0.199 -2.204
H -1.058 -2.347 -1.276
Cl -3.450 -3.047 0.014
C -4.261 -0.474 1.600
N -5.316 0.377 1.078
H -4.982 1.334 0.998
C -5.880 -0.017 -0.198
C -5.127 0.541 -1.417
O -4.986 1.942 -1.337
H -5.866 2.336 -1.309
H -4.109 0.149 -1.458
H -5.652 0.253 -2.339
H -5.917 -1.106 -0.258
H -6.911 0.362 -0.224
H -4.660 -1.488 1.673
H -4.042 -0.119 2.612
H -2.549 1.528 1.315
H -1.647 3.411 0.468
H -0.593 2.747 1.753
H 0.286 4.943 1.093
H 0.287 4.477 -0.615
H 1.399 3.690 0.504
```

## Properties
Total charge: 0
Electronic energy: -45907.726 eV
Molecular weight: 406.910 g mol⁻¹
Orbital gap: 0.324 hartree
Energy relative to the best compared isomer or geometry (same formula, charge and spin): 1.542 eV
Maximum force: 0.719 eV Å⁻¹

Partial charges, natural (NBO), in e: atom 1 (C): -0.63, atom 2 (C): -0.06, atom 3 (O): -0.53, atom 4 (C): 0.32, atom 5 (C): -0.29, atom 6 (C): -0.07, atom 7 (C): -0.04, atom 8 (C): -0.27, atom 9 (C): 0.25, atom 10 (O): -0.50, atom 11 (C): -0.16, atom 12 (H): 0.22, atom 13 (C): 0.68, atom 14 (O): -0.64, atom 15 (N): -0.63, atom 16 (H): 0.40, atom 17 (C): -0.22, atom 18 (H): 0.20, atom 19 (H): 0.23, atom 20 (C): -0.43, atom 21 (C): -0.03, atom 22 (C): -0.23, atom 23 (C): -0.20, atom 24 (C): -0.22, atom 25 (C): -0.21, atom 26 (C): -0.16, atom 27 (H): 0.20, atom 28 (H): 0.21, atom 29 (H): 0.21, atom 30 (H): 0.21, atom 31 (H): 0.21, atom 32 (H): 0.20, atom 33 (H): 0.22, atom 34 (H): 0.22, atom 35 (H): 0.24, atom 36 (Cl): -0.01, atom 37 (C): -0.24, atom 38 (N): -0.62, atom 39 (H): 0.36, atom 40 (C): -0.25, atom 41 (C): -0.08, atom 42 (O): -0.72, atom 43 (H): 0.46, atom 44 (H): 0.19, atom 45 (H): 0.16, atom 46 (H): 0.20, atom 47 (H): 0.18, atom 48 (H): 0.21, atom 49 (H): 0.21, atom 50 (H): 0.22, atom 51 (H): 0.18, atom 52 (H): 0.17, atom 53 (H): 0.21, atom 54 (H): 0.21, atom 55 (H): 0.25